Here is a cluster of 2 separate species, C5H14 in total at a distorted geometry from the Open Molecules 2025 dataset. Energies are from ωB97M-V with the def2-TZVPD basis set.

Output
Kohn-Sham gap (alpha / beta) (Ha): 0.096 / 0.432
LUMO (alpha / beta) (eV): 4.20 / 4.34
Total charge: -1
E_HOMO (alpha / beta) (eV): 1.583 / -7.399
Multiplicity: 2

Last column: natural (NBO) charge in e.
CARTESIAN COORDINATES (ANGSTROEM)
C  -1.81  -0.24  -2.22  -0.740
C  -2.54  0.90  -1.48  -0.779
H  -0.85  0.15  -2.52  0.197
H  -1.65  -1.01  -1.45  0.194
H  -2.36  -0.67  -3.06  0.188
H  -1.93  1.42  -0.75  0.205
H  -3.47  0.56  -1.00  0.182
H  -2.96  1.61  -2.22  0.177
C  1.23  -0.04  1.70  -0.652
C  2.33  -1.01  2.09  -0.682
C  1.13  0.33  0.21  -0.788
H  0.28  -0.39  2.11  0.185
H  1.37  0.87  2.31  0.175
H  2.26  -1.17  3.16  0.189
H  3.32  -0.58  1.90  0.182
H  0.81  1.38  0.14  0.192
H  2.09  0.23  -0.29  0.186
H  2.34  -1.98  1.60  0.192
H  0.42  -0.36  -0.23  0.200